Entry 1:
{"formula": "C4H5ClF2", "method": "ωB97M-V/def2-TZVPD", "symbols": ["F", "C", "C", "F", "C", "C", "Cl", "H", "H", "H", "H", "H"], "coordinates": [[1.785, -1.470, 0.087], [0.696, -0.983, -0.549], [0.402, 0.433, -0.262], [1.260, 1.306, -0.799], [-0.187, 0.638, 1.125], [-1.036, 0.637, -0.206], [-2.252, -0.505, -0.357], [-0.067, -1.660, -0.245], [0.925, -0.714, -1.567], [0.259, 1.348, 1.965], [-0.591, -0.528, 1.486], [-1.193, 1.498, -0.677]], "atomic_forces_ev_per_a": [[1.67, -0.22, 0.55], [1.15, 1.40, -0.65], [-0.16, -3.30, 3.63], [-0.13, 0.73, -0.46], [-0.69, -2.56, 0.95], [1.68, 0.99, 2.78], [-1.43, -1.14, -0.54], [-0.96, -0.16, -0.83], [0.17, -2.02, -1.50], [-1.71, -1.14, -2.26], [1.94, 3.65, -0.15], [-1.53, 3.76, -1.53]], "e_above_lowest_kj_mol": 287.3, "smiles": "FC[C@]1(F)C[C@@H]1Cl", "homo_lumo_gap_ev": 11.0, "total_energy_ha": -815.209085}

Entry 2:
{"formula": "C4H5ClN2", "method": "ωB97M-V/def2-TZVPD", "symbols": ["N", "C", "C", "N", "C", "C", "Cl", "H", "H", "H", "H", "H"], "coordinates": [[-2.552, 1.525, 0.000], [-1.686, 0.793, -0.183], [-0.606, -0.093, -0.231], [-0.211, -0.801, -1.355], [0.190, -0.483, 1.032], [0.851, 0.742, 0.576], [2.335, 0.648, -0.391], [-0.003, -1.773, -1.275], [0.357, -0.337, -2.012], [0.832, -1.429, 0.733], [-0.207, -0.359, 1.940], [0.699, 1.569, 1.166]], "atomic_forces_ev_per_a": [[-0.29, 0.25, -0.14], [-0.77, 0.26, 0.37], [4.02, 0.32, 1.41], [-1.33, 0.09, -0.30], [2.89, -2.06, -4.37], [-0.63, -2.95, -2.63], [-0.93, 0.21, 0.69], [0.08, -0.29, 0.35], [0.51, 0.57, -0.82], [-1.62, 1.71, 1.39], [-1.72, -0.27, 3.39], [-0.21, 2.15, 0.66]], "e_above_lowest_kj_mol": 279.9, "smiles": "N#C[C@]1(N)C[C@H]1Cl", "homo_lumo_gap_ev": 9.7, "total_energy_ha": -725.029003}

Entry 3:
{"formula": "C4H5ClN2", "method": "ωB97M-V/def2-TZVPD", "symbols": ["C", "C", "C", "C", "N", "N", "Cl", "H", "H", "H", "H", "H"], "coordinates": [[2.179, 0.396, 0.362], [1.924, -0.815, -0.126], [-1.046, 0.228, -0.593], [-2.358, 0.321, 0.058], [0.849, -1.152, -0.980], [-0.176, -0.536, -0.834], [1.262, 1.823, -0.017], [2.916, 0.490, 1.163], [2.407, -1.698, -0.001], [-2.794, -0.729, 0.119], [-3.100, 0.999, -0.287], [-2.062, 0.673, 1.137]], "atomic_forces_ev_per_a": [[0.44, -0.33, 1.08], [-2.86, 1.90, -1.43], [-0.36, -0.79, -1.30], [1.04, -1.55, 3.03], [2.75, -1.68, -0.97], [-3.22, 2.72, 1.22], [0.70, 0.01, 0.13], [-0.14, 0.33, -0.48], [2.32, -1.91, 1.07], [0.38, 1.35, 0.10], [-0.18, 0.67, -0.77], [-0.87, -0.72, -1.69]], "e_above_lowest_kj_mol": 427.2, "homo_lumo_gap_ev": 8.6, "total_energy_ha": -724.972886}

Entry 4:
{"formula": "C4H5ClN2", "method": "ωB97M-V/def2-TZVPD", "symbols": ["C", "C", "C", "C", "N", "N", "Cl", "H", "H", "H", "H", "H"], "coordinates": [[-0.965, -1.875, -0.199], [0.449, -1.715, -0.389], [-1.358, -0.593, 0.118], [1.149, 2.382, 0.128], [0.823, -0.469, -0.206], [-0.275, 0.278, 0.106], [-2.851, 0.077, 0.556], [-1.555, -2.701, -0.177], [1.137, -2.620, -0.399], [1.857, 1.570, 0.155], [0.708, 2.830, 1.030], [0.881, 2.836, -0.725]], "atomic_forces_ev_per_a": [[2.19, 3.17, 0.26], [-0.70, -2.10, 0.78], [1.01, 1.64, -0.30], [-1.60, -2.67, 3.46], [0.15, 0.84, 0.06], [1.65, -1.37, -0.39], [-0.79, -0.04, 0.07], [-1.39, -2.20, -0.04], [-0.58, 1.74, -0.46], [0.18, 0.00, 0.07], [0.60, -0.41, -0.28], [-0.71, 1.41, -3.22]], "e_above_lowest_kj_mol": 542.9, "homo_lumo_gap_ev": [6.4, 5.5], "total_energy_ha": -724.928816}

Entry 5:
{"formula": "C4H5ClN2", "method": "ωB97M-V/def2-TZVPD", "symbols": ["C", "C", "C", "C", "N", "N", "Cl", "H", "H", "H", "H", "H"], "coordinates": [[0.332, -0.455, -1.256], [-0.922, -0.348, -0.622], [1.571, -0.264, -0.827], [-0.703, 0.383, 1.742], [-1.306, 0.026, 0.550], [2.682, 0.153, -0.575], [-1.582, 1.550, 2.792], [0.336, -0.656, -2.442], [-1.800, -0.540, -1.190], [-2.313, -0.029, 0.593], [3.380, -0.453, -0.318], [0.325, 0.634, 1.555]], "atomic_forces_ev_per_a": [[1.13, -0.33, -2.97], [-0.54, -0.52, -1.20], [-0.43, 0.44, 0.13], [-0.01, -0.09, -0.98], [-0.65, 1.21, 2.85], [-1.82, 1.62, -0.76], [0.39, -0.88, -0.93], [-0.22, 0.39, 2.94], [-0.09, -0.51, -0.92], [-0.15, 0.24, 0.47], [2.03, -1.86, 0.90], [0.34, 0.29, 0.47]], "e_above_lowest_kj_mol": 418.0, "homo_lumo_gap_ev": [7.1, 7.2], "total_energy_ha": -724.976392}

Entry 6:
{"formula": "C4H5ClN2", "method": "ωB97M-V/def2-TZVPD", "symbols": ["C", "C", "C", "C", "N", "N", "Cl", "H", "H", "H", "H", "H"], "coordinates": [[-0.890, 0.048, 0.118], [-3.152, -0.033, -1.126], [-0.504, 1.252, 2.305], [-0.352, -1.177, -0.635], [-0.674, 0.675, 1.137], [-3.465, 0.258, -2.206], [-3.180, -0.625, 0.425], [-1.157, 1.622, 3.038], [0.519, 1.651, 2.535], [-1.055, -1.771, -1.098], [0.500, -0.952, -1.283], [0.233, -1.826, 0.057]], "atomic_forces_ev_per_a": [[2.58, 1.58, -0.09], [-1.35, -0.07, -0.60], [2.98, 0.21, -1.53], [2.49, 0.81, 3.13], [-0.25, -1.34, 0.44], [0.80, -0.18, 1.10], [-1.35, -0.25, -0.49], [-1.87, -0.43, 0.34], [-0.87, -0.34, -0.83], [-1.63, -0.89, -1.18], [-0.75, 0.87, -0.48], [-0.79, 0.02, 0.20]], "e_above_lowest_kj_mol": 536.0, "homo_lumo_gap_ev": 7.7, "total_energy_ha": -724.931473}

Entry 7:
{"formula": "C4H5ClN2", "method": "ωB97M-V/def2-TZVPD", "symbols": ["C", "C", "C", "C", "N", "N", "Cl", "H", "H", "H", "H", "H"], "coordinates": [[-0.747, 1.409, -0.785], [-0.110, 0.281, -1.462], [-0.888, 1.464, 0.573], [0.393, -0.635, -0.548], [-0.036, -0.657, 0.709], [0.698, -1.180, 1.658], [1.505, -1.828, -1.082], [-1.170, 2.209, -1.461], [-0.093, 0.024, -2.569], [-1.566, 2.038, 1.297], [1.701, -1.121, 1.673], [0.315, -2.005, 1.998]], "atomic_forces_ev_per_a": [[-0.36, 0.24, -1.07], [-0.82, 0.95, -0.08], [-1.69, 1.15, -0.18], [-0.57, -0.63, 1.82], [-0.32, 1.04, -3.49], [1.40, 0.01, 1.67], [0.93, -0.56, -0.35], [0.19, -0.86, 0.85], [0.09, 0.94, 1.70], [1.48, -0.52, -1.35], [0.26, -0.27, -0.73], [-0.60, -1.48, 1.22]], "e_above_lowest_kj_mol": 107.1, "multiplicity": 3, "homo_lumo_gap_ev": [7.6, 7.1], "total_energy_ha": -724.898252, "s2": 2.077}

Entry 8:
{"formula": "C4H5ClN2O", "method": "ωB97M-V/def2-TZVPD", "symbols": ["O", "C", "Cl", "N", "C", "C", "C", "N", "H", "H", "H", "H", "H"], "coordinates": [[-1.995, 1.093, -1.196], [-1.668, 0.434, -0.073], [-2.916, -0.844, 0.400], [-0.427, -0.147, -0.106], [0.604, -0.221, 0.756], [1.680, -0.742, 0.106], [1.123, -1.082, -1.119], [-0.132, -0.705, -1.276], [-2.533, 0.700, -1.910], [-1.527, 1.249, 0.828], [0.482, 0.070, 1.720], [2.599, -0.749, 0.645], [1.558, -1.476, -2.047]], "atomic_forces_ev_per_a": [[-0.57, 1.15, -0.84], [-1.52, 2.43, 3.64], [0.21, 0.61, -0.12], [1.14, -1.40, -1.22], [-0.39, 0.28, -1.49], [-1.01, 0.19, 1.21], [0.72, -0.54, -3.18], [1.17, -0.55, 0.07], [0.61, -0.57, 1.04], [-1.18, -1.96, -2.01], [-0.18, 1.06, 2.62], [0.78, -0.64, -0.52], [0.23, -0.05, 0.80]], "e_above_lowest_kj_mol": 183.4, "smiles": "O[C@@H](Cl)n1cccn1", "homo_lumo_gap_ev": 10.7, "total_energy_ha": -800.309713}

Entry 9:
{"formula": "C4H5ClN2O", "method": "ωB97M-V/def2-TZVPD", "symbols": ["H", "N", "C", "C", "O", "N", "C", "C", "Cl", "H", "H", "H", "H"], "coordinates": [[-2.466, -1.347, -0.949], [-2.041, -0.343, -0.885], [-1.086, 0.024, 0.032], [-0.921, 1.483, -0.043], [-0.186, 2.188, 0.621], [-0.325, -0.790, 0.792], [1.118, -0.585, 0.778], [1.721, 0.010, -0.214], [3.388, 0.362, -0.284], [-1.552, 1.838, -0.859], [-0.493, -1.916, 0.538], [1.652, -1.081, 1.555], [1.192, 0.158, -1.082]], "atomic_forces_ev_per_a": [[1.89, 1.97, 0.62], [1.12, -0.04, 2.83], [-3.74, -2.86, -4.27], [1.14, 1.71, 0.46], [-0.94, -0.89, -0.46], [1.23, -4.41, -0.48], [-1.10, -0.59, 0.62], [0.95, -0.51, 0.71], [0.25, -0.03, 0.08], [-0.17, 0.46, -0.05], [0.17, 4.04, 1.07], [0.19, 0.11, 0.84], [-0.99, 1.03, -1.98]], "e_above_lowest_kj_mol": 294.8, "smiles": "[H]/N=C(/C=O)N/C=C/Cl", "homo_lumo_gap_ev": 8.9, "total_energy_ha": -800.267296}

Entry 10:
{"formula": "C4H5ClN2O2", "method": "ωB97M-V/def2-TZVPD", "symbols": ["C", "N", "C", "O", "N", "C", "O", "C", "Cl", "H", "H", "H", "H", "H"], "coordinates": [[-1.187, 1.567, 0.008], [-0.236, 0.426, -0.141], [1.086, 0.494, -0.523], [1.622, 1.441, -0.998], [1.721, -0.761, -0.291], [0.907, -1.555, 0.444], [1.108, -2.650, 0.922], [-0.505, -0.870, 0.491], [-1.646, -1.780, -0.598], [-2.181, 1.178, -0.172], [-1.068, 2.098, 0.990], [-1.051, 2.173, -0.927], [2.648, -1.073, -0.594], [-1.219, -0.687, 1.389]], "atomic_forces_ev_per_a": [[1.30, -0.21, -1.42], [-0.11, -1.10, 1.43], [-0.33, 0.03, -0.30], [0.74, 0.99, -0.53], [-0.69, 0.17, 0.32], [-1.53, -1.93, 1.23], [0.34, 0.94, -0.46], [-1.38, 2.18, -0.41], [0.21, -0.35, 0.02], [-0.26, -0.31, 0.59], [-0.14, -0.35, -1.13], [0.27, 0.09, 1.35], [-0.61, 0.65, 0.19], [2.19, -0.79, -0.88]], "e_above_lowest_kj_mol": 0.0, "smiles": "CN1C(=O)NC(=O)[C@@H]1Cl", "homo_lumo_gap_ev": 10.7, "total_energy_ha": -875.633417}

Entry 11:
{"formula": "C4H5ClO2S", "method": "ωB97M-V/def2-TZVPD", "symbols": ["O", "C", "C", "O", "C", "Cl", "C", "S", "H", "H", "H", "H", "H"], "coordinates": [[-0.742, -1.048, -2.557], [-1.254, -0.888, -1.283], [-0.610, -0.069, -0.259], [-1.266, -0.196, 0.961], [0.767, 0.958, 0.065], [0.753, 2.275, -1.016], [1.494, 0.727, 1.115], [1.457, -0.557, 2.288], [0.113, -0.467, -2.485], [-2.317, -1.312, -1.241], [-1.296, 0.517, 1.554], [2.432, 1.210, 1.222], [0.466, -1.149, 1.637]], "atomic_forces_ev_per_a": [[2.47, 2.04, 1.40], [1.43, 2.75, 1.74], [-0.93, -0.70, -0.43], [-0.76, -2.48, -1.21], [-4.77, -3.02, -2.75], [0.71, 0.43, -0.21], [1.67, -0.53, 0.77], [-0.06, -0.11, -0.21], [-2.05, -1.72, -0.89], [1.92, 0.71, 0.70], [0.32, 1.97, 0.64], [0.41, 1.31, 0.19], [-0.35, -0.65, 0.27]], "e_above_lowest_kj_mol": 372.3, "smiles": "O/C=C(O)\\C(Cl)=C/S", "homo_lumo_gap_ev": 8.8, "total_energy_ha": -1164.139914}

Entry 12:
{"formula": "C4H5ClS", "method": "ωB97M-V/def2-TZVPD", "symbols": ["C", "C", "Cl", "C", "C", "S", "H", "H", "H", "H", "H"], "coordinates": [[0.822, 1.494, -0.181], [0.835, 0.214, 0.040], [2.156, -0.762, -0.490], [-0.216, -0.639, 0.728], [-1.223, -0.934, -0.321], [-2.612, -0.202, -0.450], [-0.114, 2.158, -0.236], [1.700, 1.920, -0.724], [-0.661, -0.092, 1.561], [0.329, -1.561, 1.108], [-1.017, -1.595, -1.034]], "atomic_forces_ev_per_a": [[-0.50, 2.82, -2.12], [-0.26, -1.35, 0.94], [0.75, -0.12, -0.16], [0.95, -0.55, 0.42], [-0.44, 1.79, 2.75], [-1.57, 0.86, 0.01], [1.46, -1.26, 0.92], [-0.81, -0.26, 0.62], [-0.02, -0.08, -0.16], [-0.94, 1.02, -0.41], [1.39, -2.88, -2.80]], "e_above_lowest_kj_mol": 146.2, "smiles": "C=C(Cl)CC=S", "homo_lumo_gap_ev": 8.6, "total_energy_ha": -1013.724092}